{
  "formula": "C8H12INOSi",
  "method": "ωB97M-V/def2-TZVPD",
  "smiles": "C[Si](C)(C)c1c(I)c[nH]c1C=O",
  "de_lowest_kcal_mol": 7.23,
  "lumo_ev": -0.2,
  "gap_ha": 0.2998,
  "homo_ev": -8.4,
  "symbols": ["C", "Si", "C", "C", "C", "C", "I", "C", "N", "C", "C", "O", "H", "H", "H", "H", "H", "H", "H", "H", "H", "H", "H", "H"],
  "xyz": [[-0.3419, 1.2604, -1.5568], [-0.5420, 0.1559, 0.0305], [-0.2499, 1.1849, 1.6052], [-2.3971, -0.5200, -0.0032], [0.7133, -1.3035, 0.0160], [0.7243, -2.6771, -0.0432], [-0.8925, -3.9786, -0.0379], [2.0569, -3.1910, 0.0348], [2.8937, -2.1351, -0.1580], [2.3772, -0.9247, -0.1401], [3.1754, 0.2901, 0.0335], [4.3779, 0.3375, -0.1910], [0.4854, 1.9257, -1.3700], [-0.1750, 0.4900, -2.4213], [-1.4134, 1.7395, -1.6268], [0.6879, 0.8065, 2.1890], [-0.1179, 2.2329, 1.3691], [-1.0442, 1.1883, 2.1865], [-2.5053, -0.9587, 1.0731], [-3.0348, 0.2497, -0.3540], [-2.4874, -1.2589, -0.8095], [2.3036, -4.1506, 0.1674], [3.8936, -2.1528, -0.2996], [2.5015, 1.0758, 0.3904]],
  "forces_ev_per_angstrom": [[-2.07, -2.29, 0.11], [-0.83, -0.46, -0.73], [5.03, -0.82, -2.18], [2.71, -1.14, 1.31], [3.82, 2.63, -0.86], [1.36, 0.01, 1.00], [0.01, 0.07, 0.08], [-1.89, 4.63, -1.63], [1.23, -1.70, 0.44], [-5.99, -0.61, 0.82], [-0.31, -1.37, -0.76], [-0.99, 0.26, 0.46], [0.08, 0.49, -0.53], [-0.22, 1.81, 1.34], [2.34, -0.48, -0.21], [-1.73, 0.72, -0.97], [0.42, 0.30, -0.27], [-3.81, -0.45, 3.06], [-0.63, 0.76, -2.15], [-0.91, 1.05, 0.59], [0.16, -0.36, 0.59], [1.39, -3.25, 0.14], [0.28, -0.63, 0.30], [0.56, 0.85, 0.03]]
}